[1]
{
  "formula": "C16H14Cl2N5O5Ta",
  "method": "ωB97M-V with the def2-TZVPD basis set",
  "e_above_lowest_ev": 14.622,
  "energy_ha": -2245.06558,
  "orbital_gap_ev": [6.5, 6.5],
  "elements": ["Ta", "N", "C", "C", "O", "N", "C", "C", "O", "O", "H", "H", "H", "H", "H", "H", "O", "N", "N", "O", "C", "C", "C", "C", "C", "C", "H", "H", "H", "H", "H", "Cl", "C", "C", "C", "C", "C", "Cl", "C", "N", "H", "H", "H"],
  "positions_angstrom": [[0.37072, 0.25859, 0.61934], [-2.07116, -1.39765, -1.37476], [-1.94702, -2.18734, -0.15805], [-0.51196, -2.65697, 0.01652], [-0.21670, -3.82948, 0.09078], [0.45986, -1.65999, 0.02659], [1.82143, -2.15547, -0.21806], [2.73851, -1.00309, -0.56668], [3.84657, -1.15810, -0.99903], [2.19129, 0.18862, -0.31919], [-2.18599, -1.99266, -2.18409], [-2.84540, -0.75124, -1.32805], [-2.21452, -1.56913, 0.70296], [-2.56910, -3.08483, -0.13002], [2.22592, -2.66548, 0.66096], [1.81216, -2.89218, -1.02041], [-0.04029, -0.33832, 2.42003], [0.21466, 0.63708, 3.35390], [0.35590, 1.91235, 2.76471], [1.11322, 2.36021, 0.03160], [1.60140, 4.28546, 2.10689], [2.36383, 4.87863, 1.13814], [3.16216, 5.92439, 1.60427], [3.13179, 6.28728, 2.94278], [2.32277, 5.62060, 3.85861], [1.51309, 4.56749, 3.44537], [2.36472, 4.54279, 0.11013], [3.81128, 6.44620, 0.91415], [3.75569, 7.10176, 3.28524], [2.32482, 5.91630, 4.89913], [0.88956, 4.00009, 4.12209], [-4.04858, 1.65250, -0.88664], [-3.04265, 2.77525, -0.04258], [-3.51226, 4.03951, 0.25082], [-2.74285, 4.97343, 0.94951], [-1.45632, 4.64473, 1.35019], [-1.05715, 3.38162, 0.99694], [0.63462, 2.76706, 1.51382], [-1.75214, 2.34822, 0.37097], [-1.25494, 1.10333, 0.31126], [-4.51285, 4.30116, -0.06573], [-3.15006, 5.95173, 1.16104], [-0.81674, 5.34864, 1.86244]],
  "forces_ev_per_a": [[-0.0557, -1.2055, -2.0552], [0.0229, -0.0745, -0.0720], [-0.0026, -0.0247, 0.0993], [0.0190, 0.1190, -0.1396], [-0.0416, -0.0234, -0.0356], [-0.2131, 0.0230, -0.1759], [-0.1370, -0.1724, 0.0860], [0.0073, -0.0926, -0.0266], [0.0023, 0.0344, 0.0031], [-0.1937, -0.1178, 0.4866], [-0.0458, 0.0024, 0.0046], [0.0331, 0.0260, 0.0248], [-0.0119, 0.0423, -0.0377], [0.0007, 0.0023, 0.0309], [0.0037, 0.0021, -0.0024], [0.0411, 0.0275, -0.0243], [0.0929, 0.3669, 0.0975], [1.3566, 2.2752, -1.0538], [-1.8007, -1.5207, 2.9088], [-0.2764, 0.5888, 0.7534], [-1.1285, -0.5290, -0.4869], [0.2083, 0.2734, 0.2848], [-0.0206, -0.0733, -0.1359], [0.0014, 0.0244, 0.0544], [-0.0286, -0.0485, 0.0292], [0.3707, 0.2763, -0.0239], [-0.0415, -0.0181, -0.0046], [-0.0089, -0.0035, -0.0041], [0.0075, -0.0096, -0.0028], [-0.0156, -0.0034, -0.0044], [-0.0259, -0.0179, -0.0279], [-0.0451, -0.0183, 0.0259], [0.2567, -0.0615, 0.1130], [0.0005, 0.0806, 0.0054], [-0.0931, 0.0137, -0.0557], [-0.2931, -0.0439, -0.3017], [1.1267, -0.1841, 0.1062], [1.2248, -0.0005, -0.5106], [-0.8775, -0.0787, -0.0129], [0.5185, 0.1833, 0.0407], [0.0007, -0.0019, -0.0029], [0.0218, 0.0044, 0.0043], [0.0396, -0.0422, 0.0388]],
  "nbo_charge": [2.32, -0.83, -0.32, 0.69, -0.58, -0.74, -0.35, 0.79, -0.57, -0.80, 0.36, 0.38, 0.22, 0.20, 0.23, 0.24, -0.62, 0.01, -0.58, -0.82, 0.09, -0.28, -0.18, -0.19, -0.18, -0.28, 0.27, 0.23, 0.23, 0.23, 0.27, 0.02, -0.07, -0.20, -0.23, -0.24, -0.17, 1.40, 0.21, -0.88, 0.24, 0.23, 0.24]
}

=====

[2]
{
  "formula": "C16H14ClCuO8",
  "method": "ωB97M-V with the def2-TZVPD basis set",
  "energy_ha": -3320.19753,
  "total_charge": -2,
  "orbital_gap_ev": 2.6,
  "elements": ["Cu", "C", "O", "H", "H", "H", "C", "O", "H", "H", "H", "Cl", "O", "O", "O", "O", "C", "C", "C", "C", "C", "C", "C", "O", "C", "C", "C", "C", "C", "C", "C", "O", "H", "H", "H", "H", "H", "H", "H", "H"],
  "positions_angstrom": [[3.78588, -0.71719, 1.27521], [5.16270, -1.35216, -3.54854], [4.73368, -1.97542, -2.38634], [5.89720, -1.87313, -4.16270], [4.29606, -1.12166, -4.16815], [5.55768, -0.33636, -3.53322], [5.16147, -3.91999, 4.79381], [5.59065, -3.14850, 3.74869], [5.22331, -4.96192, 4.47972], [5.82337, -3.87703, 5.65876], [4.13598, -3.74332, 5.11823], [5.53882, 4.00864, 0.15860], [4.17821, 3.87635, -0.41832], [5.76006, 5.27932, 0.85359], [5.82471, 2.99021, 1.02972], [6.50673, 4.02900, -0.89737], [-4.12659, -1.16675, 3.01989], [-5.38843, -0.67023, 2.61604], [-5.57661, 0.15146, 1.48152], [-4.48936, 0.36857, 0.69668], [-3.19001, -0.08847, 1.03519], [-3.06567, -0.88363, 2.13576], [-1.97863, 0.22767, 0.19445], [-0.81236, 0.01327, 0.56543], [-2.31337, 0.58056, -1.20477], [-1.33053, 0.52826, -2.21353], [-1.64098, 0.85507, -3.48536], [-2.94162, 1.18825, -3.79735], [-3.96851, 1.22506, -2.83012], [-3.62332, 0.93904, -1.51192], [-4.67941, 1.15923, -0.51684], [-5.78809, 1.61299, -0.86476], [-3.93101, -1.80750, 3.86700], [-6.27780, -1.03570, 3.10782], [-6.55553, 0.56436, 1.28753], [-2.09854, -1.13414, 2.54602], [-0.29791, 0.29552, -1.99922], [-0.88108, 0.80114, -4.25089], [-3.27155, 1.54713, -4.76107], [-4.94960, 1.57202, -3.11904]],
  "forces_ev_per_a": [[0.6636, -0.4471, -0.2746], [-1.4020, 0.0175, 0.8746], [0.7037, 0.4781, -0.2375], [0.3411, -0.7279, -0.1996], [-0.6226, -0.3277, -0.9849], [0.6865, 0.6290, 0.9759], [0.7471, 0.1258, -1.5130], [-0.3882, 0.7940, -0.0781], [-0.3505, -1.0087, 0.1231], [0.2291, 0.2874, 0.8448], [-0.5811, 0.1432, 0.3767], [-0.3750, 4.4615, -3.0229], [1.3365, 0.3094, 1.0903], [-1.4052, -0.1465, 0.1579], [0.1892, -3.9816, 3.0454], [0.1654, -0.5920, -1.2048], [-0.9198, 0.8349, -2.4749], [0.1826, -0.7503, 0.2776], [0.1815, -1.4491, 2.0569], [1.0591, 1.3239, 0.1268], [-0.5123, 0.1873, -0.2700], [0.4359, 0.1342, 2.5684], [1.7836, -1.2331, 0.2321], [-2.5879, 0.6337, -0.4147], [0.6716, 0.1507, -0.1968], [0.1902, -0.1311, 1.8249], [-0.3845, -0.0310, -1.4040], [-2.0206, 0.5999, 0.3344], [1.8638, 0.1168, -0.7958], [-0.0305, 1.1327, -1.1203], [-2.3709, -1.0976, -1.6053], [2.0379, -0.1208, 1.1218], [-0.3608, 0.0966, 0.1076], [-0.0970, 0.3175, 0.4865], [0.1059, -0.0422, -0.3666], [0.4272, -0.2550, -0.6808], [-0.0515, -0.2001, 0.4520], [0.0487, 0.1789, -0.0637], [0.4670, -0.2735, -0.4265], [-0.0570, -0.1377, 0.2575]],
  "nbo_charge": [0.70, -0.24, -0.89, 0.09, 0.08, 0.11, -0.23, -0.90, 0.09, 0.09, 0.09, 2.57, -0.88, -0.91, -0.88, -0.90, -0.19, -0.19, -0.16, -0.13, -0.12, -0.15, 0.54, -0.50, -0.15, -0.13, -0.20, -0.18, -0.18, -0.06, 0.52, -0.55, 0.22, 0.20, 0.24, 0.24, 0.26, 0.23, 0.21, 0.23]
}

=====

[3]
{
  "formula": "C16H14ClFMo",
  "method": "ωB97M-V with the def2-TZVPD basis set",
  "e_above_lowest_ev": 0.000,
  "energy_ha": -1246.27807,
  "orbital_gap_ev": [5.8, 7.3],
  "multiplicity": 3,
  "elements": ["C", "C", "C", "H", "C", "C", "H", "H", "H", "H", "Mo", "Cl", "C", "C", "C", "H", "C", "C", "H", "H", "H", "H", "F", "C", "C", "C", "C", "C", "C", "H", "H", "H", "H"],
  "positions_angstrom": [[-2.17758, -1.37846, -0.89140], [-1.54618, -1.56996, -2.13910], [-1.31358, -0.29156, -2.69640], [-1.26508, -2.51756, -2.56710], [-1.76158, 0.68194, -1.77630], [-2.30778, -0.00376, -0.66780], [-2.65098, 0.45384, 0.24150], [-2.40438, -2.15196, -0.18110], [-0.85498, -0.09296, -3.64900], [-1.67178, 1.75054, -1.87710], [0.08732, -0.45416, -0.80550], [0.24512, -2.40436, 0.73520], [2.43612, -0.33326, -0.53710], [2.06192, 0.89014, -1.13460], [1.57442, 0.61174, -2.41850], [2.05282, 1.84704, -0.64550], [1.66392, -0.78666, -2.62860], [2.20392, -1.36716, -1.47250], [2.32342, -2.41886, -1.28540], [2.74252, -0.46676, 0.48440], [1.15562, 1.33114, -3.10300], [1.32772, -1.32046, -3.50210], [-0.38298, 1.72374, 5.30640], [-0.27438, 1.28514, 4.02810], [0.77192, 1.72734, 3.22330], [0.89052, 1.27404, 1.90520], [-0.04358, 0.36924, 1.35310], [-1.08568, -0.07256, 2.20160], [-1.20138, 0.38154, 3.51780], [1.50112, 2.42144, 3.62200], [1.72712, 1.64634, 1.36080], [-1.81358, -0.78946, 1.85590], [-2.00998, 0.02484, 4.14290]],
  "forces_ev_per_a": [[-0.4419, -0.7455, 0.1595], [0.0568, -0.1123, 0.4085], [0.0877, 0.1852, -0.0219], [-0.0429, -0.0376, -0.0487], [0.2176, 0.0667, 0.0720], [0.4938, 0.2320, 0.4000], [-0.2043, 0.0928, -0.0499], [-0.1117, -0.0795, -0.0371], [-0.0026, 0.0168, -0.0608], [-0.0689, 0.0491, -0.0838], [-0.3634, 2.2247, -1.0948], [0.2423, -1.5281, 0.1559], [0.4385, -0.7658, 0.2716], [-0.6300, 0.1175, 0.4139], [-0.2876, 0.0418, -0.0286], [0.1299, 0.1650, -0.1113], [-0.5776, 0.0372, 0.0517], [0.6798, -0.1936, 0.7824], [0.0960, -0.0430, -0.0064], [0.1998, -0.0396, 0.0419], [0.0284, 0.0264, -0.0403], [0.0687, 0.0029, -0.0753], [0.0150, -0.1057, -0.3421], [0.2999, -0.1845, -0.8852], [-0.2524, -0.1001, 0.4034], [-1.3766, -0.6552, 0.5005], [0.0767, 0.3808, -0.6763], [0.7310, 0.8339, 0.2645], [0.0856, 0.0499, -0.0908], [-0.0251, -0.0037, 0.0731], [0.3994, 0.1457, -0.4095], [0.0169, -0.1010, 0.0017], [0.0209, 0.0269, 0.0622]],
  "lowdin_spin": [0.08, 0.00, -0.01, 0.00, 0.02, -0.01, 0.00, 0.00, 0.00, 0.00, 1.60, 0.22, 0.04, 0.01, -0.01, 0.00, 0.00, 0.05, 0.00, 0.00, 0.00, 0.00, 0.00, 0.01, 0.00, 0.00, -0.02, 0.01, 0.00, 0.00, 0.00, 0.00, 0.00]
}